{
  "formula": "C33H46BIrN7S3",
  "method": "ωB97M-V/def2-TZVPD",
  "multiplicity": 2,
  "relative_energy_ev": 0.501,
  "charge": 4,
  "homo_ev": [-20.1, -20.1],
  "total_energy_ha": -2990.71771,
  "lumo_energy_ev": [-15.0305, -15.2485],
  "elements": ["Ir", "H", "H", "H", "N", "C", "N", "C", "N", "H", "H", "H", "S", "H", "C", "H", "H", "C", "C", "H", "H", "H", "N", "H", "C", "C", "S", "C", "H", "H", "C", "H", "C", "H", "H", "H", "C", "N", "C", "H", "C", "H", "H", "C", "C", "H", "C", "C", "H", "H", "C", "C", "C", "H", "H", "H", "C", "C", "C", "C", "H", "C", "H", "H", "C", "S", "C", "H", "C", "H", "B", "H", "H", "H", "H", "H", "C", "C", "H", "N", "C", "H", "H", "H", "C", "N", "H", "C", "H", "H", "H"],
  "xyz": [[-0.28, 2.38, 1.99], [3.93, -2.30, 0.95], [0.86, 1.63, -5.86], [1.54, -4.89, -1.31], [0.74, 0.91, -1.92], [-0.24, 1.58, 6.34], [0.93, -0.04, 0.70], [3.08, -1.63, 0.91], [-1.70, -0.57, -0.78], [5.33, -0.52, 1.71], [2.17, -5.48, 1.27], [4.95, 0.96, 0.82], [-0.42, 3.77, 0.37], [-0.32, 0.70, 6.96], [0.10, -3.98, 0.75], [0.95, 3.51, 8.64], [-0.21, 0.41, -5.15], [1.87, -3.88, -1.07], [-0.30, 1.44, 4.97], [2.26, -1.46, -4.46], [2.46, -4.13, 2.36], [-0.43, 0.47, 4.52], [0.76, -1.30, 0.46], [0.89, -1.27, -3.35], [3.13, 1.15, -4.46], [1.81, -2.15, 0.63], [2.02, 2.07, 1.80], [-2.97, -2.19, -2.11], [-0.05, -4.03, 1.83], [4.55, 0.83, 2.54], [-2.68, 0.75, 0.90], [-2.71, -3.75, -0.58], [-3.40, -3.49, -1.39], [-0.09, 2.11, 8.93], [0.09, 4.95, 6.41], [-5.01, -1.08, -0.65], [1.73, 0.59, -4.13], [-0.22, 2.50, 4.14], [2.09, 0.49, 1.18], [-0.11, -4.97, 0.33], [0.00, 3.05, 8.39], [-5.05, -1.80, -2.73], [-0.78, 5.42, -2.47], [-0.09, 2.85, 6.91], [-0.02, 3.93, 6.03], [-4.03, -2.55, -3.94], [-1.63, -2.40, -2.82], [1.12, 1.47, -3.07], [-6.06, 0.19, 1.05], [3.56, 0.55, -5.26], [1.86, -0.85, -3.65], [-4.04, -1.81, -3.15], [-0.08, 3.74, 4.68], [-3.84, -0.83, -3.60], [2.54, -0.93, -2.80], [3.10, 2.18, -4.82], [0.28, 5.16, -2.45], [0.46, 3.69, -2.30], [-4.04, -0.67, -0.38], [-2.89, -1.11, -1.06], [-1.44, -1.60, -3.54], [0.83, 0.65, -5.38], [3.79, 1.10, -3.60], [-0.02, 4.57, 3.99], [-5.18, 0.72, 1.39], [-2.43, 1.84, 2.24], [-3.97, 0.26, 0.63], [-0.62, -3.28, 0.33], [3.27, -0.29, 1.22], [0.73, 5.51, -3.38], [-0.23, 0.98, 0.36], [0.75, 5.71, -1.63], [-0.79, -2.43, -2.12], [3.53, -4.43, 0.97], [-4.40, -3.41, -0.98], [-3.40, -4.30, -2.11], [1.56, -3.61, 0.43], [0.93, 2.85, -3.29], [-1.66, -3.34, -3.36], [-1.63, 0.34, 0.17], [0.15, 3.02, -1.10], [2.94, -3.81, -1.27], [1.20, 3.27, -4.25], [-0.78, 3.73, 8.72], [2.50, -4.44, 1.31], [0.25, 1.69, -0.98], [-5.35, 1.79, 1.25], [4.59, 0.27, 1.60], [1.35, -3.18, -1.73], [-5.07, 0.55, 2.46], [1.19, -0.07, -6.11]]
}